Formula: C28H33NNaO2
Source: the Open Molecules 2025 dataset
Level of theory: ωB97M-V/def2-TZVPD

The spin multiplicity is 1. The relative energy (zero: lowest compared OMol25 entry of this formula, charge and spin) comes out at 96.44 kJ/mol. The HOMO-LUMO gap is 5.2 eV. As for the net charge: +1.

Last column: natural (NBO) charge in e.
CARTESIAN COORDINATES (ANGSTROEM)
1 C -5.8414 -1.5936 -1.7883  -0.25
2 O -5.4329 -0.2484 -1.4840  -0.49
3 C -4.5749 -0.0741 -0.4440  0.30
4 C -4.3410 1.2473 -0.0246  -0.25
5 C -3.5955 1.5005 1.1123  -0.19
6 C -3.0486 0.4416 1.8296  -0.07
7 C -2.3763 0.7259 3.1935  -0.16
8 C -0.9272 0.5366 3.1841  -0.56
9 C 0.0023 1.4514 3.8994  -0.19
10 N 1.1963 2.0180 3.0926  -0.23
11 C 0.7772 2.4553 1.6558  -0.23
12 C 1.9554 3.1127 0.9465  -0.44
13 C 3.1894 3.0956 1.8477  -0.19
14 C 2.8683 3.8528 3.1362  -0.44
15 C 1.6914 3.2251 3.8651  -0.21
16 C 3.5003 1.6398 2.1936  -0.44
17 C 2.3706 1.0209 3.0051  -0.22
18 C -0.3817 -0.6391 2.4892  0.60
19 C -0.5290 -1.9656 3.2161  -0.78
20 O 0.1807 -0.6325 1.3734  -0.60
21 C -3.1764 -0.8618 1.3774  -0.15
22 C -3.8947 -1.1327 0.1944  -0.32
23 H -6.5509 -1.4715 -2.5879  0.21
24 H -4.9899 -2.2086 -2.1168  0.18
25 H -6.3207 -2.0790 -0.9150  0.18
26 H -4.7549 2.0772 -0.5944  0.23
27 H -3.4660 2.5062 1.5157  0.21
28 H -2.4872 1.8402 3.4243  0.21
29 H -0.5538 2.3326 4.2792  0.23
30 H 0.4088 0.9856 4.8354  0.10
31 H 0.4416 1.5315 1.1789  0.28
32 H -0.0914 3.1199 1.7884  0.22
33 H 2.1430 2.5921 -0.0008  0.23
34 H 1.6910 4.1449 0.7032  0.22
35 H 4.0347 3.5472 1.3266  0.24
36 H 3.7460 3.8247 3.7862  0.22
37 H 2.6459 4.8972 2.8927  0.23
38 H 0.8473 3.9205 3.9588  0.23
39 H 1.9706 2.8801 4.8679  0.21
40 H 3.6564 1.0480 1.2809  0.24
41 H 4.4219 1.5992 2.7799  0.23
42 H 2.6665 0.7864 4.0473  0.19
43 H 1.9764 0.1102 2.5429  0.25
44 H 0.4797 -2.3759 3.4651  0.19
45 H -1.1810 -1.9475 4.1119  0.23
46 H -0.9803 -2.6667 2.5006  0.27
47 H -2.7925 -1.7136 1.9486  0.20
48 H -3.9347 -2.1680 -0.1838  0.23
49 C -4.1131 -2.1427 4.7769  -0.26
50 Na 0.7648 -1.2303 5.4222  0.95
51 C -4.2927 -1.0732 3.8923  -0.12
52 C -3.4503 0.1013 4.2693  -0.36
53 C -2.6768 -0.4341 5.4448  0.11
54 C -2.9970 -1.8034 5.6549  -0.07
55 C -2.1869 -2.5583 6.5279  -0.21
56 C -1.1899 -1.9100 7.2541  -0.30
57 C -1.0598 -0.5068 7.2210  -0.31
58 C -1.7920 0.2355 6.2677  -0.26
59 H -4.6219 -3.1349 4.7616  0.24
60 H -5.0625 -0.9901 3.1048  0.24
61 H -4.0977 1.0445 4.4905  0.26
62 H -2.3754 -3.6265 6.6521  0.23
63 H -0.5912 -2.4708 7.9863  0.23
64 H -0.4575 0.0206 7.9775  0.23
65 H -1.7528 1.3235 6.2196  0.23

Formula: C12H8Cl2N5O4S
Source: the Open Molecules 2025 dataset
Level of theory: ωB97M-V/def2-TZVPD

The spin multiplicity is 1. The relative energy (zero: lowest compared OMol25 entry of this formula, charge and spin) comes out at 198.82 kJ/mol. The HOMO-LUMO gap is 3.7 eV. As for the net charge: -1.

Last column: natural (NBO) charge in e.
CARTESIAN COORDINATES (ANGSTROEM)
1 Cl 3.0262 -3.0284 5.0802  -0.02
2 C 2.1875 -2.6684 3.6204  -0.05
3 C 0.8241 -2.4221 3.6504  -0.24
4 C 0.1638 -2.1090 2.4819  -0.17
5 C 0.8634 -2.0404 1.2960  -0.28
6 S 0.0283 -1.5795 -0.2225  2.05
7 C -0.3890 -3.1471 -0.9649  -0.99
8 Cl -1.5517 -3.1324 -2.2005  -0.09
9 O -1.2773 -0.9524 0.2018  -0.97
10 O 1.0893 -0.9307 -1.0762  -0.96
11 C 2.2175 -2.2895 1.2631  -0.18
12 C 2.8857 -2.6041 2.4256  -0.23
13 H 0.2977 -2.4630 4.5904  0.22
14 H -0.8908 -1.8828 2.4904  0.25
15 H 0.0552 -4.0639 -0.6515  0.20
16 H 2.7503 -2.1977 0.3298  0.25
17 H 3.9485 -2.7841 2.4198  0.22
18 O -5.3616 -2.8462 -2.2575  -0.34
19 N -5.8971 -1.9530 -2.9237  0.52
20 C -5.1026 -1.2701 -3.9379  -0.03
21 C -4.0095 -1.8849 -4.4589  0.10
22 N -3.2591 -1.2546 -5.4451  -0.19
23 N -2.1588 -1.6694 -6.1193  -0.01
24 N -2.0899 -0.6014 -6.7827  -0.08
25 N -2.7937 0.4819 -6.8207  -0.24
26 C -3.6574 0.0695 -5.8760  0.29
27 C -4.7915 0.6939 -5.3096  -0.24
28 C -5.4937 0.0224 -4.3655  -0.16
29 O -7.0770 -1.6188 -2.7720  -0.39
30 H -3.7002 -2.8530 -4.1115  0.27
31 H -5.0720 1.6814 -5.6328  0.24
32 H -6.3681 0.4639 -3.9129  0.25

Formula: C4H7N2S
Source: the Open Molecules 2025 dataset
Level of theory: ωB97M-V/def2-TZVPD

The spin multiplicity is 1. The relative energy (zero: lowest compared OMol25 entry of this formula, charge and spin) comes out at 431.78 kJ/mol. As for the SMILES: C1=C[NH2+]CSC=N1. The HOMO-LUMO gap is 8.7 eV. As for the net charge: +1.

Last column: natural (NBO) charge in e.
CARTESIAN COORDINATES (ANGSTROEM)
1 C -0.4772 0.1753 1.9887  0.04
2 C -0.7928 -0.2402 0.7094  -0.16
3 N -0.3784 0.4004 -0.5858  -0.59
4 C 1.0425 0.2080 -1.2424  -0.30
5 S 2.1471 1.3962 -0.1778  0.28
6 C 1.4654 0.5170 1.1811  -0.01
7 N 0.5705 0.9817 2.0189  -0.41
8 H -1.0081 -0.0133 2.9261  0.26
9 H -1.5734 -0.9154 0.4301  0.23
10 H -0.3143 1.4881 -0.4137  0.46
11 H -1.0557 0.2566 -1.3583  0.45
12 H 1.5151 -0.7883 -1.1040  0.27
13 H 0.7787 0.6755 -2.2091  0.25
14 H 1.6762 -0.5020 1.3972  0.21

Formula: C2H3Cl3NO
Source: the Open Molecules 2025 dataset
Level of theory: ωB97M-V/def2-TZVPD

The spin multiplicity is 1. The relative energy (zero: lowest compared OMol25 entry of this formula, charge and spin) comes out at 52.52 kJ/mol. The HOMO-LUMO gap is 5.6 eV. As for the net charge: -1.

Last column: natural (NBO) charge in e.
CARTESIAN COORDINATES (ANGSTROEM)
1 C 0.1291 -0.8237 0.2926  -0.47
2 C -1.0501 -0.2479 0.1495  -0.08
3 N 1.3790 2.3762 -0.3800  0.00
4 O 1.5907 3.5621 -0.6434  -0.27
5 Cl -0.1776 -4.2439 0.8368  -0.95
6 Cl -1.6927 1.2552 0.6489  0.02
7 Cl -2.3748 -1.3451 -0.5344  -0.06
8 H 0.0605 -1.9628 0.1370  0.33
9 H 0.9715 -0.3649 0.7616  0.22
10 H 1.1645 1.7949 -1.2686  0.26

Formula: C28H80N4O12
Source: the Open Molecules 2025 dataset
Level of theory: ωB97M-V/def2-TZVPD

The spin multiplicity is 1. The relative energy (zero: lowest compared OMol25 entry of this formula, charge and spin) comes out at 741.18 kJ/mol. As for the SMILES: NC(N)=O.NC(N)=O.CC(C)O.CC(C)O.CC(C)O.CC(C)O.CC(C)O.CC(C)O.CC(C)O.CC(C)O.CO.CO. The HOMO-LUMO gap is 8.5 eV.

Last column: Löwdin charge in e.
CARTESIAN COORDINATES (ANGSTROEM)
1 N -1.5778 2.4268 1.3198  0.15
2 C -2.5202 2.1134 2.1399  -0.66
3 N -2.8479 0.8884 1.9439  0.19
4 O -3.0451 2.9288 3.0387  -0.06
5 H -1.4185 3.4301 1.2534  0.14
6 H -1.3288 1.8894 0.5011  0.07
7 H -3.6122 0.5371 2.5114  0.14
8 H -2.3684 0.2948 1.2029  0.09
9 N -0.8762 3.9968 4.1624  0.16
10 C 0.3689 3.6567 3.8948  -0.63
11 N 0.5100 2.6313 3.1072  0.16
12 O 1.4583 4.2386 4.4771  -0.15
13 H -1.0475 4.5646 5.0109  0.13
14 H -1.6964 3.4631 3.8889  0.03
15 H 1.3402 2.1199 3.0592  0.05
16 H -0.3213 2.3607 2.5617  0.06
17 C -3.1673 -4.1850 -0.8760  -0.03
18 C -1.9587 -3.5062 -0.2644  -0.54
19 C -1.0243 -2.9334 -1.3132  -0.02
20 O -2.1759 -2.6438 0.6887  -0.02
21 H -3.6297 -4.7384 -0.1135  0.08
22 H -2.8362 -4.9329 -1.6016  0.10
23 H -3.8225 -3.6333 -1.4333  0.03
24 H -1.5200 -4.3892 0.3437  0.16
25 H -0.9368 -3.7160 -2.1486  0.12
26 H -0.0807 -3.0848 -0.8191  0.03
27 H -1.3244 -1.9200 -1.7725  0.11
28 H -2.7293 -2.9387 1.3683  0.12
29 C -4.2030 -1.0602 -2.0780  -0.04
30 C -4.8370 -0.8288 -0.7817  -0.68
31 C -6.2886 -0.5765 -0.9856  -0.04
32 O -4.8148 -1.7867 0.0016  0.03
33 H -4.4901 -1.9808 -2.5506  0.09
34 H -3.1459 -1.0257 -2.2132  0.06
35 H -4.6301 -0.2541 -2.6183  0.06
36 H -4.3058 0.0288 -0.3130  0.14
37 H -6.3711 0.3391 -1.5588  0.07
38 H -6.9034 -0.3594 -0.0717  0.10
39 H -6.8366 -1.3602 -1.5597  0.11
40 H -3.9053 -1.9777 0.1777  0.06
41 C -0.4361 -0.8085 3.7593  0.01
42 C 0.2809 -1.9744 4.4976  -0.62
43 C 1.7578 -2.1772 4.1350  -0.02
44 O 0.0685 -1.8843 5.7199  0.05
45 H -0.2335 0.0328 4.1326  -0.01
46 H -1.5326 -0.8342 3.7903  0.09
47 H -0.1709 -0.8677 2.7424  0.04
48 H -0.1362 -2.8994 4.1548  0.11
49 H 2.0529 -3.1873 4.3746  0.08
50 H 2.3046 -1.5379 4.8125  0.07
51 H 1.8466 -1.8777 3.0613  0.07
52 H 0.5680 -1.1097 5.9730  0.12
53 C 1.8901 3.7514 0.3192  0.00
54 C 1.1751 4.7814 -0.6605  -0.58
55 C 2.1912 5.1085 -1.7304  -0.05
56 O 0.1037 4.4575 -1.2666  0.01
57 H 0.9633 3.0808 0.5004  0.08
58 H 2.1719 4.1518 1.2996  0.08
59 H 2.7553 3.2580 -0.1357  0.05
60 H 0.9293 5.7496 -0.2406  0.14
61 H 2.3473 4.4059 -2.5656  0.06
62 H 3.1714 5.3229 -1.3666  0.08
63 H 1.8333 6.0214 -2.1740  0.08
64 H -0.5803 4.6133 -0.6317  0.10
65 C 0.8026 -5.6366 3.0217  -0.02
66 C 1.3777 -5.3874 1.6280  -0.61
67 C 1.7312 -3.9874 1.1499  -0.03
68 O 2.3993 -6.0571 1.3783  0.05
69 H 1.5180 -5.9311 3.7000  0.05
70 H 0.0272 -6.3878 3.1000  0.08
71 H 0.3547 -4.7971 3.5556  0.06
72 H 0.5457 -5.7048 1.0026  0.12
73 H 1.0847 -3.1490 1.3104  0.05
74 H 1.7269 -4.0335 0.0465  0.07
75 H 2.7495 -3.6155 1.4757  0.10
76 H 2.3990 -6.9641 1.6366  0.12
77 C -1.7094 1.6204 -2.1389  -0.04
78 C -2.4430 2.4323 -3.2305  -0.63
79 C -1.6899 2.3794 -4.4970  -0.03
80 O -3.6777 2.3093 -3.4469  0.03
81 H -1.3075 0.7152 -2.6111  0.08
82 H -2.3155 1.4187 -1.2395  0.07
83 H -0.7608 2.1673 -1.8541  0.06
84 H -2.4341 3.4805 -2.9157  0.15
85 H -0.6216 2.3613 -4.3088  0.06
86 H -1.9645 3.2205 -5.1271  0.10
87 H -1.9027 1.5507 -5.0518  0.06
88 H -3.9739 1.4367 -3.7661  0.12
89 C 1.9329 1.7976 -2.9631  -0.02
90 C 2.2925 1.6494 -4.4468  -0.65
91 C 2.8583 2.9219 -4.9426  -0.03
92 O 2.9976 0.6593 -4.6460  0.08
93 H 2.6943 2.2018 -2.2790  0.08
94 H 1.7766 0.7844 -2.6820  0.06
95 H 0.9916 2.3132 -2.8506  0.05
96 H 1.3311 1.5001 -4.9383  0.14
97 H 2.0381 3.5709 -5.0658  0.07
98 H 3.2659 2.7007 -5.9159  0.08
99 H 3.6266 3.4346 -4.3562  0.09
100 H 3.0833 0.5709 -5.5401  0.09
101 C 3.7136 0.7041 0.1433  -0.05
102 C 3.8970 -0.1551 1.3706  -0.57
103 C 3.3029 0.6751 2.5308  0.00
104 O 3.3360 -1.2889 1.2591  -0.01
105 H 4.3229 0.4771 -0.7481  0.10
106 H 4.0911 1.6443 0.4001  0.05
107 H 2.7497 0.8978 -0.1436  0.01
108 H 4.9234 -0.3290 1.4387  0.13
109 H 2.3414 0.8767 2.1622  0.04
110 H 3.8883 1.5585 2.6083  0.08
111 H 3.4432 0.1689 3.4825  0.09
112 H 3.9917 -1.9453 0.9776  0.13
113 C 2.5003 -2.3218 -1.9362  -0.16
114 O 2.8518 -2.0539 -3.2785  -0.10
115 H 1.7018 -2.9799 -1.9346  0.02
116 H 2.1362 -1.4632 -1.3195  0.08
117 H 3.3272 -2.9253 -1.5491  0.09
118 H 3.2534 -1.1825 -3.3209  0.05
119 C 0.1347 -0.0693 0.1513  -0.12
120 O -1.2554 -0.2943 0.1356  -0.18
121 H 0.2518 0.4285 1.1058  0.05
122 H 0.6822 0.6362 -0.4991  0.08
123 H 0.6387 -1.0341 0.3997  0.09
124 H -1.4297 -1.2239 0.2912  0.02

Q: The highest relative energy (zero: lowest compared OMol25 entry of this formula, charge and spin) belongs to which entry?
A: C28H80N4O12